[1]
This record from the OMol25 dataset describes 2 unconnected molecules or ions with the total composition C10H16O in a non-equilibrium geometry. The level of theory is wB97M-V/def2-TZVPD.

The geometry in XYZ format:
```
27
Properties=species:S:1:pos:R:3:forces:R:3:lowdin_charge:R:1
O 0.304 -1.344 -2.110 -1.075 -0.924 -2.148 0.048
C 0.603 1.401 0.190 1.486 -1.559 0.377 -0.058
C -1.349 1.646 -1.168 1.289 0.073 0.073 -0.049
C 1.196 -4.146 0.501 0.497 0.602 -1.513 -0.192
C -0.609 1.972 0.008 -1.800 0.563 -0.582 -0.260
C -0.893 0.731 -2.092 1.322 -1.393 3.311 0.019
C 1.390 -4.367 1.987 -0.939 -1.680 1.231 -0.198
C -1.301 2.972 0.927 -0.467 -4.397 3.807 -0.152
C 0.123 -0.155 -1.532 0.364 0.608 -0.543 -0.326
C 0.954 0.200 -0.481 -0.456 1.047 -0.359 -0.020
C -0.888 2.968 2.513 0.642 -0.402 -3.256 -0.072
H 0.744 -3.845 2.726 0.295 0.241 -0.948 0.071
H 1.335 1.790 0.879 -0.201 0.056 0.609 0.106
H -2.343 2.546 1.071 0.712 1.440 -1.136 0.128
H 0.182 3.143 2.539 -0.016 0.569 0.751 0.056
H 1.659 -3.164 0.164 -0.679 -1.092 0.143 0.052
H -1.097 3.878 0.526 -0.529 3.210 -0.933 0.065
H 0.115 -4.203 0.173 1.111 0.375 0.634 0.084
H -1.090 2.045 2.990 0.040 -1.471 -0.037 0.048
H 1.055 -5.408 2.077 0.009 -0.034 0.504 0.057
H -1.473 0.522 -2.944 -0.274 -0.543 -1.024 0.094
H -2.241 2.180 -1.409 -0.505 0.441 0.093 0.105
H 1.847 -0.428 -0.240 -0.918 0.774 -0.135 0.122
H 0.935 -1.965 -1.760 0.468 0.322 0.722 0.083
H 1.683 -4.991 -0.086 -0.306 1.144 0.743 0.081
H -1.557 3.595 3.039 -0.088 1.556 0.426 0.044
H 2.389 -4.410 2.445 0.016 0.476 -0.811 0.065
```
Forces are in eV/Å.

Computed properties:
**SMILES**: CCc1ccc(O)cc1.CC
**Multiplicity**: 1
**Kohn-Sham gap**: 8.877 eV
**Total charge**: 0



[2]
This record from the OMol25 dataset describes 23 unconnected molecules or ions with the total composition C27H58Cl44O2P in a non-equilibrium geometry. The level of theory is wB97M-V/def2-TZVPD.

The geometry in XYZ format:
```
132
Properties=species:S:1:pos:R:3:forces:R:3:lowdin_charge:R:1
Cl 8.000 -1.390 -8.453 0.065 0.089 -0.070 0.499
Cl 8.914 -2.045 -5.504 0.618 -0.870 0.582 0.591
Cl 5.569 5.419 1.270 0.208 0.060 -0.049 0.524
Cl -2.519 -0.389 11.296 0.079 0.036 0.239 0.503
Cl 2.441 -1.565 -11.148 0.000 0.095 0.040 0.490
Cl 3.004 -4.028 4.267 0.332 0.720 -0.066 0.487
Cl -9.651 1.646 0.089 -0.232 -0.026 -0.003 0.506
Cl -2.460 -5.050 4.663 0.065 0.055 -0.058 0.497
Cl 4.269 -2.677 6.519 0.939 -0.755 0.251 0.596
Cl 5.140 3.465 -10.779 -0.040 -0.078 -0.009 0.507
Cl 1.160 0.978 9.230 0.040 0.216 0.243 0.558
Cl 0.700 1.107 -4.149 0.185 0.265 0.655 0.541
Cl -4.410 -6.901 -8.630 0.009 0.001 -0.150 0.487
Cl -0.177 -1.012 12.917 -0.186 -0.276 0.478 0.569
Cl -4.485 -6.081 -5.833 -0.018 0.085 -0.032 0.483
Cl -2.667 3.174 6.761 0.033 0.042 -0.006 0.505
Cl -0.581 3.555 -5.079 0.101 0.127 -0.047 0.503
Cl 10.038 -1.722 -2.834 -0.022 -0.079 0.075 0.505
Cl -1.891 7.204 3.190 -0.008 0.082 0.088 0.502
Cl 2.723 5.516 0.642 0.036 -0.001 -0.105 0.511
Cl -5.471 -1.708 -5.404 -0.250 -0.076 -0.122 0.477
Cl 3.649 2.103 4.592 0.048 0.187 -0.051 0.493
Cl -2.036 -0.546 4.159 0.052 0.101 0.388 0.557
Cl 6.265 3.789 -8.109 0.058 -0.056 0.124 0.483
Cl 3.403 3.507 -2.892 0.208 0.069 0.151 0.567
Cl -0.898 -1.807 -3.021 0.114 -0.569 -0.005 0.538
Cl -2.162 -3.159 -5.273 -0.008 -0.095 -0.135 0.508
Cl 2.441 -1.470 10.160 0.265 0.088 0.534 0.508
Cl 3.478 2.686 -5.688 0.070 0.119 -0.024 0.512
Cl 1.740 -6.680 4.851 -0.452 -0.702 0.098 0.498
Cl -5.271 -2.469 -2.596 -0.100 -0.040 0.055 0.506
Cl 6.470 2.400 3.920 0.105 0.088 -0.047 0.493
Cl 2.071 -1.166 -6.678 0.190 -0.007 0.216 0.507
Cl 3.271 -8.892 3.728 -0.003 -0.062 -0.087 0.497
Cl 3.722 -4.013 -10.218 0.085 -0.090 0.065 0.491
Cl -7.718 3.815 -0.151 -0.540 0.499 0.074 0.579
Cl -0.271 -0.544 -8.298 -0.040 -0.058 -0.075 0.510
Cl 0.991 -1.910 7.447 -0.190 -0.205 -0.545 0.500
Cl -2.947 0.668 8.223 0.054 -0.058 -0.126 0.487
Cl 1.270 0.596 5.984 0.113 0.251 0.348 0.538
Cl -0.609 4.756 4.120 0.086 0.038 0.065 0.482
Cl -2.742 -4.466 7.505 0.042 0.060 0.126 0.490
Cl -0.281 -0.709 1.837 0.061 0.085 0.026 0.544
Cl 5.453 -0.669 -7.231 -0.040 0.127 0.086 0.521
P -3.383 1.037 -2.857 -0.070 -1.693 -1.559 0.404
O -4.738 2.172 -2.688 -0.468 1.061 3.612 -0.410
O -2.479 1.684 -1.513 -2.596 0.846 1.452 -0.400
C 2.121 -0.793 6.673 0.021 0.043 -0.241 -1.079
C 7.198 -0.385 -7.239 -0.061 0.606 0.052 -1.069
C -1.417 -3.362 -3.683 0.280 -0.210 0.497 -0.995
C 3.567 4.049 -4.566 0.076 0.332 -0.362 -0.984
C -3.838 -0.232 0.995 -0.023 -0.405 1.365 -0.169
C 5.243 2.789 -9.149 -0.269 -0.359 0.056 -1.044
C -2.041 -3.937 5.970 0.216 0.349 -0.131 -1.050
C -6.328 -1.833 -3.863 -0.289 0.124 0.016 -1.018
C -9.320 3.232 -0.617 -0.083 0.301 -0.163 -1.001
C 4.880 3.171 3.906 -0.176 0.287 -0.181 -1.051
C -5.044 2.348 -1.229 0.951 -2.062 -1.463 -0.344
C -3.561 2.054 -0.541 1.687 2.995 1.617 -0.323
C 3.750 -4.231 5.857 0.004 -0.458 0.009 -0.996
C -0.487 -0.052 3.465 0.391 -0.080 -0.202 -1.049
C -6.255 1.266 -1.009 -1.045 0.290 0.048 -0.159
C -1.889 -0.573 12.938 -0.500 0.084 0.166 -0.995
C 1.847 -7.861 3.541 -0.292 -0.022 -0.243 -1.005
C 1.858 0.135 10.618 0.090 0.231 0.427 -1.000
C 9.017 -2.722 -3.874 -0.130 -0.302 0.211 -0.987
C 3.140 -2.408 -9.760 -0.070 0.173 0.362 -1.066
C -1.192 6.361 4.578 0.020 0.086 0.312 -1.038
C -4.320 -5.538 -7.508 0.051 0.448 0.056 -1.042
C 0.359 -0.727 -6.657 -0.585 0.106 0.184 -1.046
C -3.511 1.373 0.962 -0.824 -0.776 -0.458 -0.187
C 4.363 5.667 0.001 -0.105 0.073 -0.420 -1.029
C 0.117 2.712 -3.691 -0.170 0.247 0.505 -0.988
C -1.817 1.786 7.449 0.388 -0.028 -0.042 -1.054
H -0.355 6.946 4.965 -0.176 -0.180 -0.219 0.026
H 9.443 -3.726 -3.932 -0.022 0.334 -0.049 0.031
H -1.288 1.261 6.650 -0.324 0.089 0.185 -0.038
H -3.862 0.079 -1.851 -0.045 0.245 -0.027 -0.029
H 1.094 0.028 11.391 0.332 0.063 -0.577 -0.091
H 0.951 -8.487 3.552 0.283 0.151 0.110 0.031
H -0.547 -4.016 -3.779 -0.224 0.193 -0.104 0.024
H -4.268 0.270 -3.729 0.446 0.367 -0.678 -0.072
H -2.425 -2.943 5.728 0.033 -0.330 0.062 -0.013
H -2.940 1.975 -3.862 0.051 0.284 0.167 -0.039
H -5.127 -4.836 -7.735 0.152 -0.276 0.109 0.029
H -4.980 -0.473 0.761 2.637 0.593 0.164 0.071
H -6.764 1.309 0.057 1.220 -0.287 -2.023 0.032
H -5.977 0.152 -1.294 -0.143 2.497 0.704 0.052
H 1.915 -7.330 2.588 0.095 -0.070 0.311 0.034
H -2.487 1.571 1.524 -2.003 -0.302 -1.427 0.092
H 2.375 -2.514 -8.986 0.174 -0.011 -0.350 -0.029
H 4.609 3.409 2.874 0.090 -0.190 0.314 -0.024
H -0.204 -1.512 -6.146 0.207 0.151 -0.211 -0.032
H 0.955 3.298 -3.304 -0.257 -0.255 -0.271 -0.048
H -2.451 -1.358 13.449 0.246 0.125 -0.195 0.030
H -9.367 3.153 -1.706 0.143 -0.088 0.291 0.032
H -1.957 6.254 5.351 0.138 -0.060 -0.286 0.019
H -4.368 1.907 1.589 1.784 -0.978 -1.257 0.117
H 0.240 0.219 -6.123 0.085 -0.412 -0.506 -0.076
H 5.670 1.784 -9.207 -0.042 0.308 -0.032 0.006
H -7.118 1.574 -1.775 1.856 -0.541 1.542 0.066
H 3.977 -1.823 -9.373 -0.186 -0.193 -0.213 -0.023
H -3.677 -0.583 2.125 -0.411 0.691 -2.440 0.008
H 4.620 -4.886 5.761 -0.201 0.259 -0.041 0.035
H 8.013 -2.771 -3.445 0.266 0.142 -0.146 0.037
H 4.490 6.667 -0.420 -0.039 -0.230 0.243 0.030
H -10.073 3.942 -0.266 0.217 -0.244 0.012 0.021
H -0.954 -3.898 6.070 -0.296 -0.103 -0.012 -0.001
H -2.242 0.234 -3.300 -0.487 0.041 0.646 -0.117
H 4.239 2.739 -8.720 0.276 0.125 -0.090 0.013
H 7.387 0.667 -7.467 -0.125 -0.249 -0.101 0.019
H 4.924 4.089 4.497 0.019 -0.313 -0.083 0.030
H -3.354 -5.041 -7.627 -0.206 -0.234 0.090 0.016
H -5.297 3.452 -0.890 0.206 -2.358 -1.082 0.090
H 4.533 4.546 -4.686 -0.205 -0.241 0.074 0.027
H 2.696 0.720 11.005 -0.139 -0.158 -0.263 0.035
H -2.145 -3.812 -3.004 0.052 0.226 -0.249 0.021
H -3.097 -0.899 0.359 -1.683 1.618 1.017 0.071
H 2.761 4.751 -4.794 0.081 -0.294 0.092 0.034
H -3.224 3.171 -0.288 -0.715 -2.081 -0.326 0.129
H -1.101 2.141 8.194 -0.332 -0.058 -0.142 -0.017
H 3.022 -4.682 6.536 0.118 0.251 -0.153 0.014
H -0.647 2.606 -2.918 -0.090 -0.172 -0.242 0.009
H 2.650 -1.318 5.874 -0.663 0.520 0.188 -0.059
H -0.450 1.039 3.416 -0.130 -0.246 -0.044 0.023
H 7.603 -0.628 -6.254 -0.566 0.312 -0.638 -0.098
H -6.679 -0.841 -3.569 0.344 -0.139 -0.055 0.020
H -2.007 0.373 13.472 0.131 -0.221 -0.217 0.031
H -7.182 -2.505 -3.984 0.325 0.062 -0.006 0.021
H 0.322 -0.420 4.102 -0.505 -0.014 -0.449 -0.058
H 2.837 -0.438 7.418 -0.286 -0.026 -0.112 -0.010
H 4.510 4.917 -0.781 -0.055 0.137 0.314 -0.028
```
Forces are in eV/Å.

Computed properties:
**Multiplicity**: 1
**Kohn-Sham gap**: 5.430 eV
**Total charge**: -1



[3]
This record from the OMol25 dataset describes 2 unconnected molecules or ions with the total composition C2H8N3 in a non-equilibrium geometry. The level of theory is wB97M-V/def2-TZVPD.

The geometry in XYZ format:
```
13
Properties=species:S:1:pos:R:3:forces:R:3:lowdin_charge:R:1
N 1.222 -0.509 1.873 -3.020 -1.723 -1.946 0.087
N -1.693 0.363 -1.630 -0.745 0.944 0.297 0.072
N 1.561 0.203 0.755 3.168 4.186 0.624 -0.154
C -1.428 -0.375 -0.599 0.279 2.535 3.858 -0.032
C 0.887 0.338 -0.287 -3.625 -1.270 -1.559 0.026
H -1.736 -0.021 0.512 0.920 -0.751 -2.973 0.164
H -1.362 -1.389 -0.753 0.565 -2.178 -0.161 0.062
H -1.947 1.340 -1.427 0.141 -0.783 -1.076 0.149
H 0.988 -1.475 1.639 0.053 0.389 0.023 0.123
H 0.917 1.124 -1.094 1.249 -0.721 1.196 0.087
H 2.334 0.943 0.981 -1.326 -1.712 -0.345 0.213
H 1.864 -0.469 2.572 2.534 0.290 2.136 0.064
H -1.607 -0.074 -2.541 -0.193 0.795 -0.073 0.141
```
Forces are in eV/Å.

Computed properties:
**Multiplicity**: 1
**Kohn-Sham gap**: 9.171 eV
**Total charge**: +1



[4]
This record from the OMol25 dataset describes a molecular structure, C3H4Li2O3 in a non-equilibrium geometry. The level of theory is wB97M-V/def2-TZVPD.

The geometry in XYZ format:
```
12
Properties=species:S:1:pos:R:3:forces:R:3:mulliken_spin:R:1
O 1.762 -1.701 -0.179 0.804 -1.567 0.544 -0.007
O 0.063 0.551 1.500 1.025 -1.361 -0.546 0.001
O 0.359 -1.868 -1.968 1.633 -2.362 0.971 -0.013
C 1.129 -2.055 -1.101 -2.405 3.815 -1.465 0.033
C -0.874 0.492 0.478 -0.928 -0.758 -1.166 -0.041
C -0.293 0.621 -0.891 -0.094 0.775 0.026 0.876
Li 1.516 -0.462 1.398 -0.036 -0.241 -0.270 0.001
Li -0.232 1.796 2.408 -0.551 1.857 1.374 -0.001
H -0.970 0.732 -1.743 0.272 -0.263 0.275 0.024
H -1.461 -0.451 0.545 0.204 0.236 -0.058 0.043
H -1.691 1.256 0.539 0.328 0.096 0.329 0.063
H 0.692 1.090 -0.986 -0.252 -0.228 -0.014 0.020
```
Forces are in eV/Å.

Computed properties:
**Multiplicity**: 2
**Expectation value of S²**: 0.754
**Kohn-Sham gap (spin up / spin down)**: 7.707 / 9.922 eV
**Total charge**: +1